No. 1
Here is a structure of composition C23H35F3N8O12SV in a non-equilibrium geometry from the OMol25 dataset. Energies are from the ωB97M-V functional and the def2-TZVPD basis.

```
83
Properties=species:S:1:pos:R:3:lowdin_charge:R:1
V 2.7858 0.4394 0.2903 1.325
N 4.4800 -2.4807 0.8985 -0.617
O 4.4522 -3.2403 -0.0260 0.080
O 4.9749 -2.7515 1.9722 0.037
O 3.9723 -1.3645 0.7540 -0.139
N 3.1918 -0.3919 -2.9971 -0.590
O 4.1469 0.1212 -3.5570 0.047
O 3.0330 -0.0672 -1.8229 -0.133
O 2.3914 -1.0859 -3.5875 0.005
N 0.1979 -0.2026 -0.1873 -0.543
O 1.0941 -0.8732 0.2018 -0.014
O 0.5585 0.9597 -0.2382 -0.027
O -0.9871 -0.5752 -0.3750 0.033
C 3.1508 4.9495 -1.5149 -0.599
F 3.6024 5.6364 -2.5899 0.139
F 3.9806 5.0460 -0.4546 0.119
F 1.9335 5.3512 -1.2334 0.145
S 3.0156 3.0341 -1.9121 0.535
O 3.0201 2.3146 -0.6345 -0.414
O 1.8366 2.8002 -2.6894 -0.299
O 4.1723 2.7044 -2.7230 -0.274
N -1.0968 1.5046 -3.5888 0.131
C -1.9287 2.1475 -4.4434 0.028
C -1.7820 1.5688 -5.7001 -0.013
C -0.7446 0.6404 -5.6540 0.049
C -0.4411 0.5771 -4.2925 0.022
H -1.1190 1.4891 -2.5792 0.168
H -2.5811 2.9716 -4.1952 0.149
H -2.2882 1.8821 -6.6012 0.123
H -0.5879 0.0068 -6.5145 0.135
H 0.0802 -0.2117 -3.7704 0.134
N -5.9416 -1.5919 -0.4323 0.005
C -7.1196 -0.9454 -0.1886 -0.106
C -6.6881 0.3541 -0.0379 -0.141
C -5.3213 0.4195 0.2349 -0.107
C -4.8859 -0.8231 -0.0746 -0.183
H -5.9273 -2.5809 -0.6368 0.145
H -8.0620 -1.4186 -0.4217 0.107
H -7.2784 1.2567 0.0189 0.088
H -4.7409 1.2597 0.5868 0.098
H -3.8825 -1.2222 -0.0601 0.087
N -2.0854 -2.6292 -2.3456 0.001
C -2.0677 -3.9155 -2.7033 -0.127
C -3.3739 -4.2866 -3.1295 -0.087
C -4.1038 -3.0978 -3.1134 -0.139
C -3.2837 -2.0796 -2.6395 -0.177
H -1.2751 -2.1019 -2.0534 0.118
H -1.1402 -4.4536 -2.5750 0.112
H -3.7715 -5.2293 -3.4754 0.088
H -5.1216 -2.8572 -3.3828 0.092
H -3.5468 -1.0373 -2.5355 0.099
N -2.1278 -3.1530 2.2696 0.009
C -1.7414 -3.8546 3.3378 -0.147
C -1.5371 -2.9286 4.3551 -0.137
C -1.8375 -1.6296 3.9055 -0.122
C -2.2580 -1.7593 2.5841 -0.095
H -2.2320 -3.5884 1.3642 0.142
H -1.5950 -4.9246 3.3485 0.111
H -1.3597 -3.1648 5.3939 0.086
H -1.7190 -0.7261 4.4852 0.089
H -2.4613 -1.0550 1.7910 0.071
C 4.4209 1.4157 4.3424 -0.084
C 4.3487 1.2028 2.8493 -0.231
N 2.9653 1.3226 2.2852 -0.234
C 2.7200 2.8057 2.3057 -0.190
C 1.2272 3.2062 1.8361 -0.045
C 1.9518 0.5867 3.1641 -0.173
C 2.2003 -0.9846 3.2470 -0.029
H 3.9084 2.2725 4.7798 0.076
H 5.4900 1.5648 4.4935 0.091
H 4.0818 0.5735 4.9456 0.080
H 4.9825 2.0105 2.4832 0.122
H 4.9094 0.3347 2.5026 0.116
H 2.9900 3.3132 3.2318 0.115
H 3.3291 3.2385 1.5122 0.089
H 0.4720 2.8096 2.5148 0.064
H 1.1799 4.2820 2.0046 0.076
H 1.0293 3.0169 0.7811 0.046
H 0.9749 0.9131 2.8075 0.092
H 1.9880 1.0549 4.1478 0.110
H 3.2609 -1.2057 3.3664 0.061
H 1.9811 -1.4437 2.2830 0.044
H 1.5606 -1.4266 4.0110 0.080
```

Properties
Spin multiplicity: 4
⟨S²⟩: 3.78
DFT total energy (hartree): -3879.59068
Molecular weight (g/mol): 755.58
Highest occupied orbital energy (alpha / beta) (eV): -8.230 / -8.230

No. 2
Here is a structure of composition C23H35N2ORu in a non-equilibrium geometry from the OMol25 dataset. Energies are from the ωB97M-V functional and the def2-TZVPD basis.

```
62
Properties=species:S:1:pos:R:3:lowdin_charge:R:1
C 1.3309 -1.9236 0.4268 -0.255
C 1.8066 -1.2028 -0.7064 -0.250
C 0.8816 -1.3947 -1.7948 -0.291
C -0.1743 -2.2657 -1.3241 -0.326
C 0.0644 -2.5207 0.0849 -0.332
Ru -0.3933 -0.4815 -0.2592 1.287
C -3.1620 1.2883 -1.4368 -0.226
C -2.4243 0.8267 -0.3126 -0.216
H -2.1200 1.4594 0.5250 0.101
C -2.3718 -0.5922 -0.0268 -0.254
H -2.9012 -1.1361 -0.8127 0.061
H -2.5943 -0.9332 0.9957 0.078
C -3.1317 2.8159 -1.5293 -0.087
H -2.4748 3.3582 -0.8317 0.082
H -2.8200 3.2453 -2.4864 0.072
H -4.1327 3.1865 -1.3471 0.077
C -2.7372 0.6111 -2.7396 -0.074
H -1.8088 0.0091 -2.7634 0.049
H -3.5103 -0.0574 -3.0970 0.082
H -2.5121 1.2995 -3.5629 0.074
C 3.0972 -0.4688 -0.7750 -0.024
H 3.2690 0.1080 0.1418 0.078
H 3.9460 -1.1592 -0.8944 0.109
H 3.1069 0.2347 -1.6077 0.054
C 1.0760 -0.9200 -3.1932 -0.018
H 1.5826 0.0494 -3.1960 0.067
H 1.6850 -1.6288 -3.7734 0.106
H 0.1154 -0.8043 -3.7043 0.072
C -1.2444 -2.8935 -2.1433 -0.021
H -1.3224 -2.3981 -3.1155 0.080
H -1.0431 -3.9601 -2.3124 0.105
H -2.2100 -2.8152 -1.6363 0.071
C -0.7499 -3.3921 0.9733 -0.026
H -1.7940 -3.4046 0.6497 0.082
H -0.3770 -4.4250 0.9804 0.100
H -0.7158 -3.0155 2.0021 0.080
C 2.0525 -2.1016 1.7148 -0.019
H 1.3542 -2.3406 2.5246 0.081
H 2.7809 -2.9247 1.6561 0.106
H 2.6042 -1.1946 1.9903 0.070
C 1.6991 2.4647 -1.3344 0.038
C 0.4111 2.5303 -2.0368 -0.103
C 2.8673 2.9121 -1.8691 -0.114
C 0.4121 2.8084 -3.3709 -0.140
H -0.7055 2.3410 -1.9442 0.076
C 2.8225 3.2175 -3.2942 -0.049
H 3.7638 2.9870 -1.2614 0.103
C 1.6100 3.1360 -3.9969 -0.088
H -0.5689 2.7346 -3.8166 0.097
H 3.6831 3.5228 -3.9093 0.111
H 1.4411 3.3188 -5.0677 0.116
C -1.0786 -0.2298 4.9439 -0.052
N 0.0751 0.4519 4.3982 0.021
C 0.3147 0.5826 3.0733 -0.569
N 1.4838 1.2124 2.7426 0.176
O -0.4719 0.1261 2.2058 -0.050
H -1.6731 -0.6489 4.1266 0.085
H -1.6979 0.4672 5.5198 0.091
H -0.7606 -1.0390 5.6116 0.091
H 0.7583 0.8452 5.0354 0.147
H 1.6643 1.4178 1.7707 0.091
H 2.0234 1.6805 3.4609 0.116
```

Properties
Spin multiplicity: 5
⟨S²⟩: 6.12
Net charge: +1
DFT total energy (hartree): -1176.59653
Molecular weight (g/mol): 456.62
Highest occupied orbital energy (alpha / beta) (eV): -9.606 / -11.337
Energy relative to the best compared isomer or geometry (same formula, charge and spin) (kJ/mol): 56.3

No. 3
Here is the molecule C23H35N3O4 from the OMol25 dataset. Energies are from the ωB97M-V functional and the def2-TZVPD basis.

```
65
Properties=species:S:1:pos:R:3:lowdin_charge:R:1
C -4.4399 -2.3018 -1.2087 -0.089
O -4.2418 -1.5445 -0.0409 -0.090
C -2.9871 -1.4805 0.4901 -0.278
C -1.8668 -2.1024 -0.0495 -0.010
C -0.6363 -1.9822 0.5848 -0.195
C 0.5448 -2.7015 -0.0250 -0.133
N 1.8197 -2.2512 0.5009 -0.139
C 2.9137 -3.1644 0.2674 -0.156
C 3.2786 -3.2631 -1.2189 -0.152
N 3.4089 -1.9296 -1.7630 0.102
C 2.9084 -0.8005 -1.2371 -0.435
O 3.0783 0.2780 -1.7885 0.041
C 2.1762 -0.9029 0.0970 -0.214
C 3.0486 -0.2362 1.1905 -0.021
C 2.6017 1.1920 1.4951 -0.498
O 2.2028 1.5191 2.5982 0.039
N 2.7130 2.0254 0.4523 0.076
C 2.2341 3.3877 0.4786 -0.173
C 1.0624 3.5735 -0.4853 -0.175
C -0.1784 2.8085 -0.0285 -0.174
C -1.2683 2.7754 -1.0984 -0.312
C -0.9180 1.8538 -2.2884 -0.146
C -1.9981 0.7684 -2.3131 -0.187
C -3.2136 1.4517 -1.6961 -0.184
C -2.5964 2.2339 -0.5423 -0.151
C -0.5133 -1.2500 1.7535 0.029
C -1.6288 -0.6054 2.2860 -0.262
O -1.6199 0.1482 3.4108 -0.072
C -0.4111 0.2874 4.1306 -0.066
C -2.8598 -0.7253 1.6488 0.059
H -3.8587 -1.9076 -2.0489 0.089
H -5.5014 -2.2182 -1.4373 0.095
H -4.1872 -3.3560 -1.0532 0.096
H -1.9340 -2.6885 -0.9531 0.110
H 0.4536 -3.7670 0.2140 0.138
H 0.4835 -2.6022 -1.1234 0.133
H 3.7779 -2.7972 0.8269 0.125
H 2.6494 -4.1516 0.6511 0.126
H 2.5030 -3.8162 -1.7648 0.114
H 4.2260 -3.7949 -1.3446 0.122
H 3.8797 -1.8271 -2.6524 0.154
H 1.2461 -0.3327 -0.0016 0.146
H 2.9559 -0.8174 2.1086 0.127
H 4.0989 -0.2178 0.8919 0.131
H 2.9482 1.6391 -0.4594 0.106
H 3.0554 4.0576 0.2014 0.118
H 1.9296 3.6031 1.5055 0.120
H 0.8291 4.6370 -0.5619 0.116
H 1.3691 3.2258 -1.4743 0.111
H 0.0938 1.7827 0.2310 0.106
H -0.5733 3.2772 0.8756 0.126
H -1.4186 3.7963 -1.4633 0.137
H -0.9364 2.4188 -3.2212 0.111
H 0.0763 1.4197 -2.1849 0.099
H -1.6975 -0.0693 -1.6810 0.088
H -2.1856 0.3945 -3.3202 0.106
H -3.6659 2.1338 -2.4187 0.113
H -3.9723 0.7484 -1.3581 0.094
H -2.3978 1.5530 0.2872 0.098
H -3.2448 3.0309 -0.1813 0.114
H 0.4464 -1.1892 2.2352 0.105
H 0.3680 0.7770 3.5402 0.065
H -0.6564 0.9128 4.9871 0.095
H -0.0488 -0.6824 4.4852 0.098
H -3.7248 -0.2341 2.0617 0.135
```

Properties
DFT total energy (hartree): -1362.68156
SMILES string: COc1cc(CN2CCNC(=O)[C@@H]2CC(=O)NCCCC2CCCC2)cc(OC)c1
Molecular weight (g/mol): 417.55
Highest occupied orbital energy (eV): -8.270
Energy relative to the best compared isomer or geometry (same formula, charge and spin) (kJ/mol): 34.1

No. 4
Here is the molecule C23H35N5O2 in a non-equilibrium geometry from the OMol25 dataset. Energies are from the ωB97M-V functional and the def2-TZVPD basis.

```
65
Properties=species:S:1:pos:R:3:lowdin_charge:R:1
C -1.1975 -7.7144 1.8373 -0.121
O 0.0768 -7.6414 1.2566 -0.188
C 0.3213 -6.4106 0.6138 -0.225
C 1.7396 -6.4658 0.0220 -0.166
N 2.2660 -5.2576 -0.5658 -0.172
C 1.5439 -4.7212 -1.7066 -0.171
C 0.5959 -3.6336 -1.1726 -0.129
C 1.2820 -3.1340 0.1095 -0.284
C 1.7874 -1.6996 -0.0277 -0.219
N 0.6848 -0.7907 -0.2815 -0.061
C 1.1201 0.5995 -0.3850 -0.157
C -0.0554 1.4859 -0.5914 -0.122
C -0.5505 2.5600 0.1359 -0.111
C 0.0178 3.0173 1.4248 -0.377
O 0.7120 2.2453 2.0810 0.036
N -0.2459 4.2653 1.8641 -0.042
C -0.9389 5.3144 1.1556 -0.157
C 0.0376 6.4377 0.7986 -0.175
C 0.7077 6.9703 2.0625 -0.212
C 1.3826 5.8220 2.8084 -0.174
C 0.3659 4.7181 3.0967 -0.145
N -1.6516 3.0733 -0.4727 0.152
C -1.8522 2.3435 -1.5529 -0.223
C -2.8637 2.4501 -2.5314 -0.201
C -3.8819 3.5336 -2.3966 -0.037
C -2.8445 1.5473 -3.5598 -0.037
C -1.8514 0.5455 -3.6341 -0.058
C -0.8835 0.4579 -2.6845 -0.032
N -0.8850 1.3516 -1.6648 0.063
C 2.4502 -4.1284 0.3301 -0.146
H -1.2742 -8.6956 2.3013 0.087
H -1.3341 -6.9375 2.6010 0.088
H -1.9878 -7.6043 1.0830 0.088
H 0.2383 -5.5856 1.3384 0.121
H -0.4263 -6.2484 -0.1782 0.119
H 2.4189 -6.7725 0.8215 0.125
H 1.7608 -7.2468 -0.7424 0.125
H 2.2825 -4.2679 -2.3767 0.116
H 1.0274 -5.5122 -2.2484 0.118
H -0.3856 -4.0501 -0.9502 0.100
H 0.4625 -2.8232 -1.8857 0.094
H 0.5861 -3.1703 0.9524 0.129
H 2.4709 -1.6340 -0.8815 0.128
H 2.3544 -1.4235 0.8788 0.129
H 0.0152 -0.8595 0.4816 0.130
H 1.7945 0.6676 -1.2502 0.130
H 1.6606 0.9427 0.5081 0.113
H -1.4098 4.8989 0.2665 0.089
H -1.7218 5.7102 1.8142 0.130
H -0.5008 7.2361 0.2859 0.109
H 0.7973 6.0468 0.1184 0.116
H 1.4417 7.7372 1.8074 0.106
H -0.0466 7.4285 2.7070 0.111
H 1.8133 6.1748 3.7467 0.110
H 2.1880 5.4106 2.1966 0.118
H 0.8468 3.8584 3.5660 0.117
H -0.4203 5.0986 3.7590 0.130
H -3.4238 4.4994 -2.6071 0.087
H -4.7087 3.3774 -3.0842 0.077
H -4.2521 3.5659 -1.3747 0.082
H -3.6016 1.5919 -4.3279 0.110
H -1.8647 -0.1587 -4.4500 0.103
H -0.1127 -0.2945 -2.6683 0.113
H 3.3932 -3.6403 0.0584 0.119
H 2.5286 -4.4617 1.3640 0.123
```

Properties
DFT total energy (hartree): -1321.68062
SMILES string: COCCN1CC[C@H](CNCc2c(C(=O)N3CCCCC3)nc3c(C)cccn23)C1
Molecular weight (g/mol): 413.57
Highest occupied orbital energy (eV): -8.047
Energy relative to the best compared isomer or geometry (same formula, charge and spin) (kJ/mol): 18.6